No. 1
DFT (ωB97M-V/def2-TZVPD) results for C19H16Cl5N2O4S7Zr as an isolated structure.

HOMO-LUMO gap   0.188 Ha
E_HOMO   -4.285 eV
Total charge   -1

Each line ends with the natural charge from an NBO analysis.
Positions of all 54 atoms, in Å:
Zr (0.520, -1.089, 0.966)  1.664
Cl (-0.667, 1.157, 3.393)  0.031
C (-1.375, -0.420, 3.630)  0.060
C (-1.036, -1.447, 2.757)  -0.543
C (-1.805, -2.603, 2.887)  0.061
Cl (-1.669, -3.843, 1.684)  0.068
C (-2.744, -2.786, 3.899)  -0.134
Cl (-3.633, -4.256, 4.040)  0.031
C (-2.980, -1.754, 4.807)  -0.082
Cl (-4.120, -1.960, 6.083)  0.031
C (-2.310, -0.543, 4.654)  -0.139
Cl (-2.658, 0.764, 5.722)  0.026
S (5.235, -5.535, -2.420)  -0.164
C (4.035, -4.697, -1.652)  -0.566
S (2.838, -3.768, -2.474)  0.464
C (1.934, -3.237, -1.075)  -0.423
C (2.395, -3.658, 0.120)  -0.382
S (1.697, -3.284, 1.660)  -0.184
S (3.829, -4.661, 0.059)  0.486
S (0.500, -2.280, -1.290)  -0.240
O (2.924, 1.690, 1.422)  -1.064
S (2.988, 0.228, 1.624)  2.599
O (4.249, -0.246, 2.092)  -0.937
O (1.812, -0.186, 2.488)  -1.045
O (2.534, -0.426, 0.316)  -1.072
N (1.746, 3.924, -1.084)  -0.494
C (2.523, 2.671, -1.431)  -0.255
C (1.530, 1.539, -1.628)  -0.256
N (0.676, 1.394, -0.452)  -0.663
C (-0.116, 2.588, -0.205)  -0.256
C (0.816, 3.752, 0.097)  -0.247
H (1.184, 4.188, -1.894)  0.414
H (2.395, 4.686, -0.900)  0.425
H (3.167, 2.454, -0.579)  0.282
H (3.109, 2.895, -2.322)  0.209
H (2.073, 0.608, -1.781)  0.280
H (0.902, 1.721, -2.507)  0.197
H (1.338, 1.346, 0.323)  0.425
H (-0.782, 2.405, 0.638)  0.267
H (-0.749, 2.797, -1.075)  0.204
H (1.447, 3.510, 0.953)  0.264
H (0.305, 4.701, 0.250)  0.210
S (-1.963, -0.384, 0.303)  -0.305
C (-2.393, -0.104, -1.389)  -0.154
C (-3.760, -0.024, -1.688)  -0.175
C (-4.201, 0.238, -2.975)  -0.231
C (-3.291, 0.422, -4.010)  -0.258
C (-1.936, 0.327, -3.732)  -0.207
C (-1.491, 0.072, -2.440)  -0.261
H (-4.474, -0.175, -0.887)  0.210
H (-5.265, 0.291, -3.173)  0.202
H (-3.635, 0.613, -5.020)  0.201
H (-1.210, 0.431, -4.531)  0.198
H (-0.436, -0.045, -2.251)  0.227



No. 2
DFT (ωB97M-V/def2-TZVPD) results for a 2-piece molecular cluster, CH6OS2 overall.

HOMO-LUMO gap (spin up / spin down)   0.276 / 0.172 Ha
E_HOMO (spin up / spin down)   -13.856 / -13.851 eV
Multiplicity   2
Total charge   +1

Each line ends with the Löwdin spin population.
Positions of all 10 atoms, in Å:
S (-2.183, 0.043, 0.120)  0.490
S (-2.813, -0.850, -1.715)  0.470
H (-0.905, -0.257, 0.149)  0.023
H (-3.955, -0.125, -1.869)  0.016
C (1.451, -0.131, 0.543)  0.001
O (2.419, 0.881, 0.198)  0.000
H (0.895, -0.256, -0.399)  0.000
H (2.001, -1.028, 0.792)  0.000
H (0.813, 0.085, 1.405)  0.000
H (2.278, 1.638, 0.776)  0.000



No. 3
DFT (ωB97M-V/def2-TZVPD) results for a 2-piece molecular cluster, C3H9NO overall.

SMILES string   C=C.NCO
HOMO-LUMO gap   0.390 Ha
E_HOMO   -9.660 eV

Each line ends with the natural charge from an NBO analysis.
Positions of all 14 atoms, in Å:
C (1.679, 0.585, -1.699)  -0.382
C (2.668, 0.629, -0.821)  -0.393
H (1.830, 0.471, -2.763)  0.193
H (0.640, 0.542, -1.375)  0.197
H (3.687, 0.791, -1.141)  0.193
H (2.466, 0.574, 0.245)  0.191
N (-1.738, -0.878, 1.925)  -0.854
C (-1.185, -0.235, 0.783)  0.077
O (-1.895, -0.367, -0.450)  -0.731
H (-1.493, -1.846, 2.049)  0.371
H (-2.720, -0.706, 2.073)  0.362
H (-0.196, -0.651, 0.604)  0.173
H (-1.111, 0.844, 0.972)  0.145
H (-2.634, 0.246, -0.402)  0.459



No. 4
DFT (ωB97M-V/def2-TZVPD) results for C7H15N as an isolated structure.

HOMO-LUMO gap   0.224 Ha
E_HOMO   -6.026 eV

Each line ends with the natural charge from an NBO analysis.
Positions of all 23 atoms, in Å:
C (2.979, -0.302, 0.886)  -0.635
C (1.633, -0.533, 0.171)  -0.053
C (0.918, 0.792, -0.233)  -0.431
C (-0.101, 1.207, 0.735)  -0.559
C (-3.681, -0.191, -0.677)  -0.643
C (-2.366, -0.153, 0.098)  -0.281
C (-1.463, 1.082, 0.216)  -0.102
N (1.824, -1.550, -0.841)  -0.904
H (3.299, -1.273, 1.453)  0.212
H (3.903, 0.044, 0.342)  0.206
H (2.969, 0.521, 1.660)  0.210
H (0.892, -0.874, 0.916)  0.185
H (1.724, 1.422, -0.488)  0.211
H (0.471, 0.541, -1.238)  0.168
H (-1.379, 0.152, -0.746)  0.307
H (0.143, 1.969, 1.474)  0.220
H (-3.815, -1.114, -1.190)  0.230
H (-3.791, 0.608, -1.480)  0.230
H (-4.476, 0.051, 0.006)  0.236
H (-2.003, -0.764, 0.949)  0.267
H (-1.772, 1.935, -0.437)  0.174
H (0.938, -1.953, -1.073)  0.359
H (2.615, -1.824, -1.433)  0.392



No. 5
DFT (ωB97M-V/def2-TZVPD) results for C24H45AsCsF6NO10S5 as an isolated structure.

HOMO-LUMO gap   0.245 Ha
E_HOMO   -8.263 eV

Each line ends with the Mulliken charge.
Positions of all 93 atoms, in Å:
Cs (4.758, -4.214, -1.782)  0.997
As (-0.018, -1.369, -1.566)  2.029
F (-1.289, -1.307, -2.788)  -0.468
F (-1.108, -0.828, -0.257)  -0.494
F (1.304, -1.425, -0.454)  -0.473
F (1.158, -2.058, -2.817)  -0.563
F (0.427, 0.329, -1.873)  -0.493
F (-0.411, -3.140, -1.055)  -0.543
C (0.022, 6.151, 0.269)  -0.617
C (1.390, 5.592, 0.878)  -0.723
C (1.058, 4.952, 2.193)  -0.539
S (-0.719, 5.292, 2.594)  1.012
O (-0.769, 6.620, 3.238)  -0.627
O (-1.309, 4.043, 3.140)  -0.632
C (-1.233, 5.467, 0.863)  -0.668
H (-0.175, 6.133, -0.802)  0.386
H (0.068, 7.115, 0.776)  0.302
H (2.187, 6.327, 0.992)  0.286
H (1.812, 4.867, 0.182)  0.318
H (1.577, 5.199, 3.119)  0.453
H (1.028, 3.906, 1.887)  0.285
H (-2.135, 6.078, 0.869)  0.413
H (-1.256, 4.431, 0.526)  0.353
C (0.296, -0.128, -10.927)  -0.702
C (0.285, 0.572, -9.563)  -0.438
C (0.893, -0.512, -8.551)  -0.772
S (1.362, -2.020, -9.513)  1.003
O (0.150, -2.953, -9.412)  -0.641
O (2.689, -2.460, -9.114)  -0.642
C (1.441, -1.159, -11.077)  -0.632
H (0.392, 0.551, -11.774)  0.385
H (-0.626, -0.664, -11.150)  0.353
H (-0.737, 0.938, -9.469)  0.287
H (1.052, 1.345, -9.597)  0.270
H (0.471, -0.462, -7.548)  0.479
H (1.887, -0.135, -8.314)  0.340
H (1.362, -1.923, -11.851)  0.395
H (2.379, -0.605, -11.113)  0.316
C (-7.550, 2.160, -5.566)  -0.585
C (-6.101, 1.910, -5.052)  -0.617
C (-5.684, 3.219, -4.398)  -0.599
S (-6.768, 4.560, -5.074)  1.074
O (-5.960, 5.606, -5.693)  -0.666
O (-7.881, 4.983, -4.178)  -0.641
C (-7.424, 3.491, -6.247)  -0.653
H (-8.304, 2.305, -4.793)  0.327
H (-7.848, 1.366, -6.251)  0.330
H (-5.341, 1.654, -5.791)  0.294
H (-6.174, 1.069, -4.363)  0.302
H (-4.638, 3.523, -4.450)  0.386
H (-5.850, 3.313, -3.325)  0.321
H (-6.736, 3.399, -7.087)  0.312
H (-8.349, 3.878, -6.675)  0.416
C (-1.565, -0.896, 6.781)  -0.655
C (-1.047, -1.498, 8.106)  -0.626
C (-2.094, -2.414, 8.714)  -0.684
S (-2.966, -3.179, 7.269)  1.032
O (-4.422, -2.896, 7.306)  -0.635
O (-2.439, -4.534, 7.142)  -0.613
C (-2.126, -2.058, 6.056)  -0.589
H (-0.836, -0.317, 6.214)  0.328
H (-2.327, -0.173, 7.070)  0.301
H (-0.750, -0.741, 8.832)  0.346
H (-0.176, -2.130, 7.934)  0.315
H (-2.905, -1.746, 9.004)  0.328
H (-1.943, -3.195, 9.459)  0.420
H (-2.766, -1.981, 5.177)  0.433
H (-1.142, -2.409, 5.744)  0.300
C (5.671, 1.722, 5.076)  -0.672
C (7.129, 1.350, 5.119)  -0.625
C (7.262, -0.164, 5.309)  -0.602
S (5.619, -0.970, 4.737)  1.007
O (5.078, -1.580, 5.955)  -0.607
O (5.922, -1.804, 3.549)  -0.629
C (4.815, 0.650, 4.342)  -0.646
H (5.571, 2.734, 4.684)  0.391
H (5.395, 1.802, 6.127)  0.324
H (7.532, 1.932, 5.948)  0.273
H (7.620, 1.712, 4.216)  0.317
H (7.586, -0.396, 6.324)  0.416
H (8.074, -0.389, 4.617)  0.300
H (3.770, 0.443, 4.574)  0.442
H (5.057, 0.902, 3.309)  0.309
N (2.518, -8.330, 4.429)  -0.024
C (1.384, -7.552, 4.329)  -0.506
C (0.890, -7.762, 3.054)  -0.523
C (1.706, -8.669, 2.346)  -0.416
C (2.670, -9.010, 3.230)  -0.324
H (3.054, -8.247, 5.281)  0.204
H (0.930, -7.033, 5.161)  0.431
H (-0.048, -7.316, 2.759)  0.379
H (1.747, -9.147, 1.378)  0.401
H (3.499, -9.694, 3.124)  0.382



No. 6
DFT (ωB97M-V/def2-TZVPD) results for a 12-piece molecular cluster, H23O12 overall.

HOMO-LUMO gap   0.358 Ha
E_HOMO   -6.906 eV
Total charge   -1

Each line ends with the natural charge from an NBO analysis.
Positions of all 35 atoms, in Å:
O (0.268, -0.376, -0.626)  -1.275
H (0.227, 0.021, 0.262)  0.476
O (-0.436, -0.552, 3.678)  -0.959
H (-0.822, 0.152, 4.222)  0.452
H (0.006, -0.119, 2.949)  0.495
O (1.688, 1.859, -0.912)  -0.965
H (1.759, 1.757, -1.886)  0.450
H (1.083, 1.126, -0.777)  0.480
O (0.558, -2.935, -1.767)  -0.988
H (1.445, -3.183, -1.732)  0.471
H (0.433, -2.040, -1.350)  0.497
O (-2.199, -1.565, -0.085)  -0.990
H (-2.177, -2.487, -0.403)  0.477
H (-1.361, -1.156, -0.343)  0.490
O (-1.552, 1.251, -1.675)  -0.986
H (-0.873, 0.620, -1.429)  0.503
H (-1.265, 1.622, -2.559)  0.483
O (1.023, 1.331, 2.259)  -0.940
H (1.857, 1.497, 2.707)  0.471
H (0.646, 2.209, 2.354)  0.482
O (-0.950, 2.755, 0.330)  -1.002
H (-1.021, 3.577, -0.121)  0.462
H (-1.414, 2.179, -0.312)  0.503
O (-0.118, -0.578, -3.375)  -0.967
H (0.140, -0.589, -2.431)  0.490
H (-0.923, -1.063, -3.399)  0.466
O (-2.163, 0.717, 1.608)  -0.951
H (-1.547, 1.424, 1.505)  0.469
H (-1.889, 0.107, 0.917)  0.470
O (0.852, -2.124, 1.168)  -0.979
H (0.696, -1.400, 0.558)  0.472
H (-0.044, -2.500, 1.367)  0.466
O (2.945, -0.768, -0.454)  -0.963
H (2.071, -0.437, -0.655)  0.484
H (3.067, -0.338, 0.408)  0.456